8
Properties=species:S:1:pos:R:3:forces:R:3:nbo_charge:R:1 method="wB97M-V/def2-TZVPD" relative_energy_kcal_mol=23.9 smiles="NC(N)=O" orbital_gap_ev=10.4022 lumo_ev=0.72 total_charge=0 total_energy_ev=-6129.47192 homo_ev=-9.68
N -0.485 0.861 -0.838 0.23 4.15 2.18 -0.863
C -0.065 -0.166 -0.032 3.61 -1.22 -2.53 0.761
N -0.058 0.122 1.257 0.55 -0.86 2.96 -0.811
O 0.527 -1.158 -0.466 -1.50 0.14 0.29 -0.627
H -0.542 0.829 -1.788 -0.30 -1.73 -2.99 0.389
H 0.078 1.765 -0.747 -1.23 -1.71 0.86 0.377
H -0.228 0.986 1.641 -1.52 2.63 -0.06 0.378
H 0.669 -0.193 1.879 0.15 -1.41 -0.72 0.396